# 1
# C13H22O3Si

A single C13H22O3Si molecule in a non-equilibrium geometry (the ωB97M-V functional and the def2-TZVPD basis, OMol25).

Properties
E_HOMO   -8.9 eV
E   -27861.3263 eV
E_LUMO   0.918 eV
Kohn-Sham gap   9.82 eV
Energy relative to the best compared isomer or geometry (same formula, charge and spin)   3.0 kJ/mol
SMILES   CCO[Si](Cc1ccccc1)(OCC)OCC

Each line ends with the Mulliken charge.
CARTESIAN COORDINATES (ANGSTROEM)
O: -0.0849 1.4494 0.1393  -0.136
O: 0.5865 0.9176 -2.3795  -0.466
O: 1.5280 -0.5935 -0.2362  -0.365
C: -2.5417 -2.9431 2.4942  -0.471
C: -2.2738 -3.6278 1.3365  -0.510
C: -2.4055 -1.5857 2.4828  -0.648
C: -1.8502 -2.9969 0.2065  -0.526
C: -1.9060 -0.9135 1.3560  -0.238
C: -1.6694 -1.6330 0.1744  0.592
C: -1.0336 3.5683 0.7621  -1.312
C: 2.6224 0.4714 -3.6373  -1.275
C: 2.1773 -0.7178 2.0973  -1.258
C: -0.8035 2.5559 -0.3108  -0.085
C: 1.8998 1.3540 -2.6257  0.003
C: 2.2162 0.1034 0.8020  -0.039
C: -1.2500 -0.8925 -1.0497  -0.887
Si: 0.2490 0.2173 -0.8986  0.413
H: -2.9824 -3.4318 3.3827  0.338
H: -2.2737 -4.6973 1.3793  0.366
H: -2.6182 -1.0111 3.3818  0.356
H: -1.6662 -3.5261 -0.6956  0.381
H: -1.8134 0.1546 1.3177  0.393
H: -1.4114 4.5065 0.3878  0.395
H: -1.7063 3.1795 1.5662  0.291
H: -0.1002 3.7977 1.3066  0.272
H: 3.6690 0.7364 -3.7047  0.389
H: 2.1901 0.5923 -4.6464  0.317
H: 2.5533 -0.6020 -3.4073  0.283
H: 1.2879 -1.3388 2.1769  0.288
H: 2.2219 -0.0908 3.0046  0.326
H: 3.0418 -1.3662 2.1692  0.358
H: -1.7463 2.1525 -0.7091  0.247
H: -0.2470 2.9843 -1.1663  0.332
H: 1.8220 2.3997 -2.9676  0.325
H: 2.4144 1.3502 -1.6764  0.145
H: 1.7822 1.0960 0.9328  0.166
H: 3.2323 0.2879 0.5117  0.433
H: -2.0978 -0.2883 -1.4502  0.362
H: -1.0127 -1.6188 -1.8068  0.443

---

# 2
# C6H12

A single C6H12 molecule in a non-equilibrium geometry (the ωB97M-V functional and the def2-TZVPD basis, OMol25).

Properties
E_HOMO   -10.3 eV
E   -6415.6750 eV
E_LUMO   1.216 eV
Kohn-Sham gap   11.50 eV
Energy relative to the best compared isomer or geometry (same formula, charge and spin)   122.1 kJ/mol
SMILES   CC1CCCC1

Each line ends with the Mulliken charge.
CARTESIAN COORDINATES (ANGSTROEM)
C: -0.7930 -1.1366 1.4850  -1.627
C: -0.0087 0.4418 -1.5889  -0.521
C: 0.6178 1.4388 -0.5886  -0.757
C: 0.1633 -0.8966 -0.9442  -0.798
C: 0.1123 0.9030 0.7442  -0.959
C: 0.2973 -0.5129 0.5167  0.470
H: -0.4268 -1.0067 2.5226  0.344
H: -0.8068 -2.1755 1.3061  0.457
H: -1.7587 -0.7436 1.3251  0.440
H: -1.0810 0.4958 -1.6608  0.250
H: 0.4786 0.6251 -2.6118  0.297
H: 1.6691 1.4714 -0.6897  0.329
H: 0.2338 2.4877 -0.6855  0.345
H: 1.1314 -1.3635 -1.1470  0.272
H: -0.6153 -1.5635 -1.2192  0.380
H: -0.9242 1.0849 0.7541  0.351
H: 0.4453 1.2734 1.6985  0.438
H: 1.2655 -0.8228 0.7834  0.290

---

Which value of E_LUMO does entry 1 give?
0.918 eV